Formula: C16H38Cl2N2P2PtS5Sb
Source: the Open Molecules 2025 dataset
Level of theory: the ωB97M-V functional and the def2-TZVPD basis

Element x y z (Å)
Pt (1.01026, -0.01912, -1.62715)
Sb (-1.23788, 2.42009, -4.05415)
Cl (-0.68999, -2.05276, -0.10956)
Cl (-3.11586, -3.33299, -1.12852)
S (0.91631, 1.61699, 0.20033)
S (0.99904, 3.40052, -2.80406)
S (2.13300, 1.83137, -2.88728)
S (-2.79971, 3.63693, -3.05234)
S (-1.10373, 0.39649, -2.63191)
P (2.97282, -0.86007, -0.77878)
P (1.30205, -1.39462, -3.39858)
N (0.24389, 0.52370, 2.50270)
N (-1.54754, 1.13284, 1.16826)
C (-1.24035, 4.86834, 0.28920)
C (-2.84247, -1.79616, 4.66442)
C (-2.45223, -1.89270, -0.37692)
C (4.39207, 0.26678, -0.76767)
C (3.00209, -1.58310, 0.88305)
C (0.97986, -0.80036, -5.06997)
C (3.46117, -2.22256, -1.91904)
C (0.42480, -2.97094, -3.29126)
C (3.08497, -1.83437, -3.35319)
C (-2.98427, 3.06396, 0.69768)
C (-0.47923, 0.00162, 3.65570)
C (-1.35363, -2.05398, 4.85571)
C (-2.08915, 4.13107, 1.31638)
C (-0.49714, -1.52345, 3.70772)
C (-2.21902, 1.88902, 0.10741)
C (-0.24848, 1.02489, 1.36648)
H (-3.69977, 2.69449, 1.44011)
H (-1.46187, 2.20717, -0.60233)
H (-2.90667, -1.74433, 0.60007)
H (-0.50147, 4.21353, -0.17374)
H (-0.07637, -0.57148, -5.17399)
H (-1.18325, -3.12688, 4.94716)
H (1.55969, 0.09937, -5.26419)
H (0.52912, -1.88115, 3.81230)
H (-2.71959, 4.84453, 1.85107)
H (3.64846, -0.95501, -3.68053)
H (-0.00041, 0.40914, 4.55008)
H (5.29363, -0.27557, -0.47908)
H (2.97450, -0.78967, 1.62861)
H (-2.15523, 0.83374, 1.91881)
H (2.92354, -3.12729, -1.62082)
H (-3.09724, -0.73953, 4.74045)
H (1.26387, -1.58248, -5.77710)
H (-3.57430, 3.49693, -0.11103)
H (-1.44179, 3.67966, 2.07721)
H (-2.57642, -1.03478, -1.03818)
H (-1.86291, 5.27231, -0.50991)
H (-3.42981, -2.31464, 5.41908)
H (-0.64349, -2.79168, -3.40811)
H (3.93341, -2.13878, 1.00502)
H (4.52867, -2.42974, -1.80849)
H (0.58167, -3.44926, -2.32717)
H (3.29251, -2.63652, -4.06658)
H (-1.01731, -1.61212, 5.79715)
H (4.53576, 0.72349, -1.74599)
H (-1.49245, 0.40044, 3.66112)
H (-2.88131, 1.20860, -0.42611)
H (1.24811, 0.43399, 2.50408)
H (4.20713, 1.06789, -0.05240)
H (-0.70465, 5.69503, 0.75023)
H (2.15805, -2.25443, 1.04060)
H (0.77265, -3.62711, -4.09009)
H (-0.86967, -1.91033, 2.75917)
H (-3.17645, -2.15494, 3.68885)

## Properties
E_LUMO (spin up / spin down)   -4.812 / -4.786 eV
Calculated total energy   -127770.9511 eV
Net charge   +1
Max |F|   0.37 eV/Å

Formula: C16H38F7N3NiO8S2
Source: the Open Molecules 2025 dataset
Level of theory: the ωB97M-V functional and the def2-TZVPD basis

Element x y z (Å)
Ni (-1.24289, -0.10650, 0.33487)
S (-2.74979, -2.86407, 1.35942)
S (-1.20103, -3.31109, -0.65082)
F (-5.45161, -2.55698, 0.76347)
F (-4.23652, -2.97516, -0.93618)
F (0.47867, -3.79322, 1.36162)
F (-4.77188, -4.53149, 0.40557)
F (0.76008, -0.43157, -0.24387)
F (0.70603, -5.08391, -0.39723)
F (1.49222, -3.16368, -0.49530)
O (-1.95407, -4.57642, -0.67050)
O (-0.43219, 0.01065, 2.37726)
O (2.05398, 2.02439, -0.77339)
O (-2.25296, -4.12034, 1.90789)
O (-0.97560, -2.76603, -1.97560)
O (-1.92204, 0.22841, -1.59142)
O (-3.19553, -1.94904, 2.41520)
O (3.44998, -0.12946, 0.56937)
N (-1.78452, -2.03515, 0.44126)
N (-0.55978, 1.98078, 0.43034)
N (-3.21086, 0.58229, 0.84568)
C (-1.25992, 3.01771, 2.43832)
C (3.30809, 2.25676, -1.49401)
C (-5.21277, 1.37411, -0.20929)
C (-3.89020, 0.53929, -0.42642)
C (-0.15328, 2.34424, 1.75472)
C (5.30124, -1.37625, 0.78121)
C (-1.22922, 0.23547, -2.85713)
C (-4.42862, -3.24989, 0.30557)
C (4.08863, -1.46544, -1.34610)
C (0.13370, -1.15099, 3.04941)
C (3.96715, -1.35981, 0.17969)
C (3.10323, 1.76698, -2.91562)
C (-3.08538, 1.07483, -1.59455)
C (0.44628, 1.09002, 2.49880)
C (3.47410, 3.78263, -1.36436)
C (0.47350, -3.83328, 0.03059)
H (-3.65709, 1.00220, -2.51973)
H (-1.84037, -0.11248, -3.68992)
H (-0.84451, 2.84119, -0.01544)
H (4.05430, 4.18607, -2.19424)
H (0.33740, 1.83965, -0.01152)
H (-5.04555, 2.41387, 0.07185)
H (4.02197, 1.84516, -3.49692)
H (-5.83540, 0.93215, 0.56859)
H (-3.82718, 0.22701, 1.56264)
H (5.90379, -0.50073, 0.53933)
H (-2.88258, 2.13742, -1.46085)
H (-3.21605, 1.53056, 1.19330)
H (1.92105, 1.07373, -0.78630)
H (4.56190, -0.58313, -1.77697)
H (1.43910, 0.89445, 2.09362)
H (-2.11827, 2.34606, 2.45322)
H (4.12311, 4.00082, -0.51625)
H (-4.16879, -0.49624, -0.62178)
H (2.53840, 4.33179, -1.46919)
H (4.76469, -2.28646, -1.58477)
H (1.05151, -1.49920, 2.57564)
H (0.39712, -0.90286, 4.07758)
H (2.62883, 0.78581, -2.93443)
H (2.41189, 2.44118, -3.42119)
H (5.85056, -2.25837, 0.45227)
H (-0.94682, 3.24555, 3.45722)
H (-0.54587, -2.00098, 3.11102)
H (3.10462, -1.63365, -1.78374)
H (2.50934, -0.21505, 0.39768)
H (5.13301, -1.41768, 1.85735)
H (4.19934, 1.84287, -1.02234)
H (-1.54276, 3.96604, 1.98142)
H (0.64389, 1.44045, 3.51184)
H (3.34025, -2.15405, 0.58501)
H (-0.97824, 1.22625, -3.23590)
H (-5.84886, 1.25204, -1.08597)
H (0.62165, 3.10767, 1.68578)
H (-0.29594, -0.32762, -2.85632)

## Properties
⟨S²⟩   2.00
E_LUMO (spin up / spin down)   0.062 / 0.051 eV
Calculated total energy   -119793.2200 eV
Multiplicity   3
Max |F|   5.64 eV/Å

Formula: C16H38IN3O13
Source: the Open Molecules 2025 dataset
Level of theory: the ωB97M-V functional and the def2-TZVPD basis

Element x y z (Å)
I (-1.92552, -0.73659, -4.16920)
O (1.59274, 3.56478, 6.98349)
O (2.16427, -1.32706, 3.90914)
O (4.76277, -1.40732, 2.76259)
O (-2.16708, 3.28209, -6.11059)
O (4.47523, 2.64938, 5.68548)
O (-0.10142, -4.36563, -3.09360)
O (2.79639, -2.02923, -2.71208)
O (-6.48093, -7.47557, 1.88590)
O (-3.78975, -5.44641, 1.79315)
O (-6.43726, 5.02040, -0.62786)
O (0.11047, 1.37202, -3.02847)
O (3.75813, -4.40041, -4.36159)
O (-2.07837, -3.52676, 0.64285)
N (1.75123, 1.40336, -0.74855)
N (1.61591, -0.85451, 1.07915)
N (3.14869, 0.29013, 2.47011)
C (-0.71148, -0.71681, -2.41338)
C (0.04022, -1.84822, -0.41667)
C (0.10691, 0.34822, -2.13282)
C (0.89464, -0.76117, -0.07818)
C (2.41285, -0.18374, 3.64883)
C (2.44250, 1.32594, 0.36076)
C (-1.68785, 3.11772, -2.96567)
C (0.93538, 0.32960, -0.95947)
C (4.44128, -0.34075, 2.30975)
C (-0.29850, 2.63740, -2.46814)
C (5.47682, 0.49718, 1.52588)
C (2.34913, 0.21303, 1.25647)
C (1.98240, 0.92156, 4.64012)
C (-0.75213, -1.86835, -1.52118)
C (-2.64228, 3.17213, -1.73116)
C (-4.09500, 3.54988, -2.08011)
H (-1.68613, -4.23155, 1.17033)
H (0.46419, 3.38264, -2.73934)
H (6.43277, -0.02080, 1.43856)
H (-3.42634, -5.45721, 0.90166)
H (5.24348, 2.15568, 5.37989)
H (4.14724, -5.11030, -3.84209)
H (-1.36802, -2.75057, -1.66583)
H (-2.53082, -2.97802, 1.29231)
H (-0.31548, 2.61339, -1.36865)
H (-1.55667, 4.16909, -3.27219)
H (-4.56609, 2.72056, -2.62709)
H (5.02531, 0.73465, 0.54868)
H (-6.39829, 5.72566, 0.02659)
H (-2.54296, 2.20747, -1.20225)
H (2.26353, 0.61231, 5.65216)
H (3.32307, -3.83751, -3.70789)
H (-2.09311, 2.53799, -3.79636)
H (3.09475, 2.16706, 0.60777)
H (-4.15505, 4.51492, -2.59945)
H (-4.62543, 3.69013, -1.12882)
H (0.28868, -4.98700, -2.47034)
H (0.92016, 1.16399, 4.51772)
H (0.02850, -2.70719, 0.24712)
H (-2.22434, 3.92917, -1.04064)
H (-6.19327, -8.36470, 2.11688)
H (1.90303, -1.66238, -2.74380)
H (1.41483, 2.79336, 7.53082)
H (-7.32998, 5.07925, -0.98357)
H (3.25023, -1.48679, -2.05993)
H (-2.79945, 2.58823, -5.89674)
H (-7.44112, -7.53562, 1.86729)
H (2.57219, 1.81653, 4.39446)
H (-4.63369, -5.90838, 1.70928)
H (2.39054, 3.33300, 6.49503)
H (0.61322, -4.17663, -3.71266)
H (-1.50518, 2.83613, -6.64936)
H (4.42484, 2.44264, 6.62563)
H (5.57403, 1.44897, 2.07470)

## Properties
E_LUMO   -0.570 eV
Calculated total energy   -56395.6182 eV
SMILES string   CCCCOc1c(I)ccc2nc(N(C(C)=O)C(C)=O)cnc12.O.O.O.O.O.O.O.O.O.O
Max |F|   1.88 eV/Å